Record 1
The following is a quantum chemistry calculation of one molecule with the formula C21H22ClN3O4, from the OMol25 dataset.

Element x y z (Å)
C (-1.272, -2.974, 4.263)
C (-0.694, -1.878, 3.374)
O (-1.539, -1.759, 2.233)
C (-1.406, -0.681, 1.418)
C (-1.174, 0.614, 1.852)
C (-1.126, 1.667, 0.941)
O (-0.899, 2.896, 1.444)
C (-0.808, 4.030, 0.653)
O (-0.601, 5.081, 1.202)
C (-0.976, 3.804, -0.762)
C (-1.221, 2.578, -1.287)
C (-1.306, 1.435, -0.434)
C (-1.525, 0.125, -0.872)
C (-1.566, -0.904, 0.037)
Cl (-1.810, -2.526, -0.510)
C (-1.299, 2.630, -2.776)
C (-1.405, 4.136, -3.077)
C (-0.866, 4.851, -1.825)
C (0.726, -2.266, 2.921)
O (1.723, -1.864, 3.479)
N (0.717, -3.105, 1.871)
C (1.905, -3.541, 1.181)
C (1.981, -2.932, -0.222)
C (2.287, -1.436, -0.159)
N (1.947, -0.752, -1.382)
C (1.907, -1.262, -2.648)
C (1.534, -0.232, -3.461)
N (1.352, 0.895, -2.725)
C (1.609, 0.553, -1.492)
H (-1.353, -3.903, 3.705)
H (-0.622, -3.125, 5.120)
H (-2.262, -2.687, 4.608)
H (-0.632, -0.941, 3.936)
H (-1.039, 0.845, 2.896)
H (-1.639, -0.072, -1.925)
H (-2.142, 2.065, -3.173)
H (-0.374, 2.197, -3.172)
H (-0.850, 4.410, -3.971)
H (-2.450, 4.407, -3.231)
H (-1.425, 5.751, -1.571)
H (0.182, 5.137, -1.944)
H (-0.174, -3.314, 1.438)
H (2.760, -3.231, 1.786)
H (1.895, -4.633, 1.108)
H (2.753, -3.450, -0.792)
H (1.021, -3.084, -0.722)
H (1.710, -0.973, 0.648)
H (3.351, -1.286, 0.064)
H (2.142, -2.281, -2.871)
H (1.386, -0.228, -4.522)
H (1.567, 1.214, -0.650)

SMILES   C[C@H](Oc1cc2oc(=O)c3c(c2cc1Cl)CCC3)C(=O)NCCCn1ccnc1
Relative energy (zero: lowest compared OMol25 entry of this formula, charge and spin)   0.878 eV
HOMO-LUMO gap   8.50 eV
Spin multiplicity   1



Record 2
The following is a quantum chemistry calculation of a 2-piece molecular cluster, C21H22F overall, from the OMol25 dataset.

Element x y z (Å)
C (-4.067, -3.669, -1.952)
C (-2.888, -2.748, -1.903)
C (-2.787, -1.604, -1.200)
C (-1.579, -0.681, -1.262)
H (-1.020, -0.644, -0.275)
C (-0.616, -1.017, -2.381)
C (0.421, -0.007, -2.780)
C (-0.683, -2.207, -3.003)
C (-1.741, -3.228, -2.772)
H (-3.754, -4.582, -2.473)
H (-4.439, -3.975, -0.966)
H (-4.896, -3.230, -2.525)
H (-3.574, -1.307, -0.504)
H (-1.907, 0.369, -1.430)
H (0.089, 1.007, -2.517)
H (1.384, -0.181, -2.270)
H (0.622, -0.029, -3.866)
H (0.059, -2.509, -3.738)
H (-1.306, -4.157, -2.350)
H (-2.180, -3.535, -3.743)
F (1.535, 5.206, 3.698)
C (1.003, 4.602, 2.581)
C (0.488, 5.425, 1.587)
C (0.072, 4.786, 0.407)
C (0.139, 3.404, 0.244)
C (0.596, 2.553, 1.307)
C (0.603, 1.124, 1.138)
C (1.552, 0.197, 1.683)
C (1.741, -1.102, 1.080)
C (2.576, -2.051, 1.659)
C (3.230, -1.812, 2.881)
C (3.121, -0.529, 3.453)
C (2.376, 0.461, 2.822)
C (1.011, 3.218, 2.505)
H (0.426, 6.505, 1.727)
H (-0.320, 5.403, -0.390)
H (-0.182, 2.947, -0.696)
H (-0.175, 0.718, 0.463)
H (1.219, -1.335, 0.145)
H (2.725, -3.023, 1.185)
H (3.810, -2.583, 3.385)
H (3.620, -0.309, 4.393)
H (2.414, 1.461, 3.249)
H (1.285, 2.669, 3.405)

Charge   +1
Relative energy (zero: lowest compared OMol25 entry of this formula, charge and spin)   0.204 eV
HOMO-LUMO gap   4.76 eV
Spin multiplicity   1



Record 3
The following is a quantum chemistry calculation of one molecule with the formula C21H22F2N2O3, from the OMol25 dataset.

Element x y z (Å)
C (2.122, -3.704, -4.786)
C (1.695, -3.225, -3.633)
C (2.594, -2.615, -2.604)
C (2.192, -1.189, -2.167)
C (1.824, -0.301, -3.368)
C (2.995, -0.059, -4.264)
C (3.554, 1.121, -4.456)
C (3.318, -0.544, -1.344)
C (3.095, -1.076, 0.066)
C (1.574, -1.103, 0.182)
N (1.096, -1.248, -1.189)
C (-0.205, -1.372, -1.488)
O (-0.680, -1.485, -2.603)
C (-1.128, -1.341, -0.308)
C (-2.135, -0.367, -0.077)
C (-2.742, -0.799, 1.066)
C (-3.828, -0.209, 1.908)
O (-3.822, 1.201, 1.880)
C (-2.711, 1.865, 2.296)
C (-2.733, 3.251, 2.126)
C (-1.654, 4.024, 2.502)
C (-0.533, 3.423, 3.050)
F (0.527, 4.175, 3.399)
C (-0.512, 2.049, 3.230)
F (0.569, 1.447, 3.754)
C (-1.593, 1.265, 2.865)
O (-2.156, -1.934, 1.480)
N (-1.166, -2.262, 0.618)
H (1.453, -4.142, -5.505)
H (3.166, -3.673, -5.067)
H (0.644, -3.260, -3.384)
H (2.581, -3.253, -1.715)
H (3.615, -2.592, -2.987)
H (1.031, -0.789, -3.938)
H (1.439, 0.651, -2.994)
H (3.371, -0.930, -4.782)
H (4.392, 1.257, -5.119)
H (3.196, 2.008, -3.958)
H (3.202, 0.539, -1.357)
H (4.303, -0.786, -1.738)
H (3.503, -2.082, 0.165)
H (3.547, -0.446, 0.830)
H (1.200, -0.161, 0.603)
H (1.219, -1.926, 0.803)
H (-2.355, 0.498, -0.665)
H (-3.742, -0.593, 2.933)
H (-4.810, -0.488, 1.511)
H (-3.610, 3.700, 1.692)
H (-1.663, 5.093, 2.370)
H (-1.521, 0.205, 3.043)

SMILES   C=CCC1(CC=C)CCCN1C(=O)c1cc(COc2ccc(F)c(F)c2)on1
Relative energy (zero: lowest compared OMol25 entry of this formula, charge and spin)   2.627 eV
HOMO-LUMO gap   9.60 eV
Spin multiplicity   1



Record 4
The following is a quantum chemistry calculation of C21H22I2N2O2TeTl as an isolated structure, from the OMol25 dataset.

Element x y z (Å)
Tl (-1.190, -1.544, -0.340)
I (-0.358, 1.380, -4.954)
C (-1.594, 1.933, -3.359)
C (-2.564, 2.915, -3.540)
C (-3.363, 3.301, -2.492)
I (-4.821, 4.775, -2.860)
C (-3.205, 2.730, -1.208)
C (-3.942, 3.100, -0.060)
C (-3.685, 2.504, 1.142)
C (-2.711, 1.492, 1.205)
N (-2.026, 1.107, 0.159)
C (-2.224, 1.712, -1.035)
C (-1.367, 1.263, -2.136)
O (-0.487, 0.379, -1.975)
H (-2.684, 3.378, -4.510)
H (-4.711, 3.856, -0.146)
H (-4.218, 2.801, 2.037)
H (-2.504, 0.978, 2.139)
C (2.323, -1.566, -0.850)
N (1.258, -2.559, -0.873)
C (1.271, -3.279, -2.135)
C (1.362, -3.472, 0.261)
C (1.165, -2.760, 1.587)
C (1.911, -3.177, 2.688)
C (1.735, -2.571, 3.926)
C (0.831, -1.524, 4.042)
C (0.107, -1.109, 2.926)
C (0.230, -1.714, 1.673)
H (3.315, -2.033, -0.979)
H (2.303, -1.035, 0.100)
H (2.157, -0.845, -1.654)
H (2.200, -3.856, -2.271)
H (1.180, -2.567, -2.957)
H (0.422, -3.963, -2.179)
H (2.331, -4.001, 0.244)
H (0.577, -4.228, 0.139)
H (2.640, -3.977, 2.581)
H (2.302, -2.908, 4.786)
H (0.699, -1.022, 4.996)
H (-0.578, -0.270, 3.045)
O (-3.691, -4.145, -1.392)
C (-2.567, -4.086, -1.437)
C (1.340, 3.613, 1.190)
Te (1.463, 1.964, -0.178)
C (3.594, 1.864, 0.068)
H (1.809, 3.344, 2.136)
H (0.283, 3.821, 1.364)
H (1.815, 4.500, 0.775)
H (4.062, 2.795, -0.249)
H (3.968, 1.047, -0.550)
H (3.837, 1.661, 1.110)

Charge   -1
Relative energy (zero: lowest compared OMol25 entry of this formula, charge and spin)   0.496 eV
HOMO-LUMO gap   5.95 eV
Spin multiplicity   1



Record 5
The following is a quantum chemistry calculation of one molecule with the formula C21H22N2O3, from the OMol25 dataset.

Element x y z (Å)
C (-1.736, -3.625, -1.596)
C (-1.558, -2.202, -1.062)
C (-0.152, -1.988, -0.586)
C (0.221, -2.355, 0.702)
C (1.509, -2.147, 1.154)
C (2.449, -1.537, 0.327)
C (3.750, -1.136, 0.919)
O (4.492, -1.880, 1.506)
C (4.072, 0.363, 0.798)
N (2.922, 1.145, 0.420)
C (2.757, 1.734, -0.796)
O (3.607, 1.904, -1.631)
C (1.294, 2.148, -0.860)
C (1.178, 3.673, -0.891)
N (0.733, 1.575, 0.348)
C (-0.645, 1.357, 0.525)
C (-1.139, 0.803, 1.703)
C (-2.488, 0.538, 1.837)
C (-3.389, 0.819, 0.818)
C (-4.852, 0.544, 0.977)
C (-2.890, 1.385, -0.347)
C (-1.543, 1.652, -0.498)
C (1.718, 1.064, 1.143)
O (1.651, 0.625, 2.262)
C (2.100, -1.221, -0.983)
C (0.814, -1.457, -1.432)
H (-1.517, -4.351, -0.816)
H (-1.060, -3.805, -2.429)
H (-2.757, -3.778, -1.937)
H (-2.252, -2.033, -0.237)
H (-1.793, -1.487, -1.853)
H (-0.513, -2.790, 1.364)
H (1.789, -2.405, 2.163)
H (4.464, 0.698, 1.763)
H (4.837, 0.513, 0.031)
H (0.843, 1.709, -1.757)
H (1.613, 4.096, 0.012)
H (1.718, 4.054, -1.754)
H (0.137, 3.980, -0.951)
H (-0.466, 0.568, 2.508)
H (-2.846, 0.102, 2.759)
H (-5.306, 0.290, 0.022)
H (-5.358, 1.429, 1.365)
H (-5.020, -0.271, 1.677)
H (-3.566, 1.620, -1.157)
H (-1.209, 2.086, -1.427)
H (2.836, -0.801, -1.654)
H (0.550, -1.205, -2.449)

SMILES   CCc1ccc(C(=O)CN2C(=O)[C@H](C)N(c3ccc(C)cc3)C2=O)cc1
Relative energy (zero: lowest compared OMol25 entry of this formula, charge and spin)   0.417 eV
HOMO-LUMO gap   9.04 eV
Spin multiplicity   1



| no. | F_max (eV/A) |
| --- | --- |
| 1 | 0.96 |
| 2 | 1.61 |
| 3 | 1.30 |
| 4 | 0.60 |
| 5 | 0.70 |